C37H37N5NaO3P2S2 | ωB97M-V with the def2-TZVPD basis set

Summary:
Total charge = +1
Electronic energy = -97220.5357 eV
Gap between HOMO and LUMO = 5.590 eV
Relative energy (zero: lowest compared OMol25 entry of this formula, charge and spin) = 0.000 eV
HOMO = -9.93 eV

XYZ file:
```
87
Properties=species:S:1:pos:R:3:mulliken_charge:R:1
Na 1.40514 0.70083 -0.27030 0.5459
C -2.63352 -0.25113 1.95129 -1.5189
C -1.35815 -0.94976 2.46272 -0.7171
P 0.19117 0.05275 2.27888 0.3309
C 0.15150 1.07333 3.81505 0.6839
C 0.23189 2.46050 3.70538 -0.4186
C 0.23268 3.26505 4.84032 -0.7013
C 0.15218 2.68731 6.09730 -0.5088
C 0.08105 1.30364 6.22055 -0.7438
C 0.08563 0.50373 5.08792 -0.4910
C 1.46890 -1.17376 2.81333 0.7370
C 2.78943 -0.71676 2.84075 -0.8727
C 3.83025 -1.54380 3.23499 -0.8375
C 3.56864 -2.86153 3.60020 -0.5282
C 2.26373 -3.33405 3.57115 -0.7328
C 1.22116 -2.49490 3.18233 0.0422
C -2.48659 0.18601 0.48254 -0.3894
P -1.59633 1.80848 0.43091 0.9045
C -0.90608 1.87485 -1.27149 -0.6815
C -0.12518 2.99930 -1.55594 -0.2028
C 0.35981 3.22372 -2.83806 -0.9161
C 0.07973 2.31707 -3.85247 -0.6005
C -0.67457 1.18347 -3.57800 -0.8397
C -1.16060 0.95789 -2.29413 0.4829
C -3.03560 2.94420 0.24018 0.6177
C -3.45131 3.63164 1.37841 -0.4130
C -4.60061 4.41507 1.35277 -0.5833
C -5.33630 4.52551 0.18323 -0.5012
C -4.91511 3.86305 -0.96564 -0.6690
C -3.77247 3.07740 -0.93834 -0.5710
H -2.86772 0.61125 2.58293 0.3213
H -3.46936 -0.94556 2.04760 0.4260
H -1.21646 -1.86212 1.87816 0.3232
H -1.46138 -1.22183 3.51261 0.7215
H 0.28714 2.91064 2.72163 0.2744
H 0.30154 4.34206 4.74107 0.4292
H 0.15433 3.31075 6.98276 0.3968
H 0.03124 0.84878 7.20237 0.4149
H 0.05613 -0.57496 5.20052 0.3056
H 3.00239 0.31051 2.56373 0.4283
H 4.84401 -1.16035 3.25991 0.4382
H 4.37562 -3.50836 3.92265 0.3856
H 2.04977 -4.35353 3.87255 0.4549
H 0.20998 -2.88536 3.17898 0.4064
H -3.44851 0.29817 -0.01376 0.7979
H -1.90027 -0.56893 -0.04635 -0.1603
H 0.05825 3.73004 -0.77338 0.3767
H 0.94010 4.11429 -3.05228 0.4699
H 0.44327 2.49800 -4.85600 0.4876
H -0.91326 0.48246 -4.37030 0.6240
H -1.76575 0.07916 -2.10584 0.4085
H -2.86846 3.55341 2.29127 0.4096
H -4.91792 4.93964 2.24645 0.4129
H -6.23580 5.12821 0.16264 0.3848
H -5.48311 3.95774 -1.88393 0.4127
H -3.45207 2.57080 -1.84242 0.3300
C -0.47119 -4.46350 -0.63040 -1.1186
O -0.45756 -3.03380 -0.51326 -0.2678
C 0.69798 -2.37312 -0.38053 -0.5862
O 0.68564 -1.16164 -0.24975 1.0463
N 1.83002 -3.10699 -0.33677 0.2329
N 3.04445 -2.44378 -0.16079 -0.5103
H -1.51306 -4.73895 -0.74382 0.2483
H -0.07424 -4.93478 0.27041 0.3744
H 0.08299 -4.79633 -1.50880 0.4266
H 1.81246 -4.10779 -0.39302 0.1436
H 3.71828 -2.79507 -0.82587 0.2749
H 3.37430 -2.57467 0.79012 0.1280
S 1.89899 -0.11807 -6.00257 -0.2056
C 2.32618 -0.28342 -4.32983 -0.0381
N 1.75315 -1.22629 -3.66519 -0.1590
C 0.87045 -1.91098 -4.49726 -0.5706
C 0.06570 -2.98202 -4.10837 0.0168
C -0.76599 -3.57020 -5.03719 -0.5907
C -0.81573 -3.10022 -6.35690 -0.4587
C -0.03701 -2.03433 -6.75985 -0.5644
C 0.80753 -1.44731 -5.81698 0.8445
H 3.04883 0.40066 -3.90268 0.3283
H 0.10651 -3.32365 -3.08287 0.2955
H -1.38955 -4.40697 -4.74824 0.4314
H -1.47239 -3.58014 -7.07215 0.3940
H -0.08149 -1.66031 -7.77568 0.4141
S 5.35406 1.74799 -1.57742 -0.0066
C 5.19995 1.14581 0.00370 0.4521
N 4.99968 0.74434 1.06564 -0.3734
O 2.86272 1.79412 -1.25632 -0.1089
N 3.72417 2.00741 -2.02670 -0.0806
```